No. 1
56
Properties=species:S:1:pos:R:3:forces:R:3:mulliken_spin:R:1 method="wB97M-V/def2-TZVPD" largest_force_ha_per_bohr=0.0920 total_charge=+1 gap_ev="6.7 / 6.2" s2=0.7694 de_lowest_kcal_mol=22.1 multiplicity=2
C 0.71418 -1.24859 -3.84592 0.739 0.342 -0.152 0.00
C 0.73199 -0.97634 -2.48703 -0.774 -1.115 -0.387 -0.01
N -0.42917 -1.04185 -1.79972 -0.119 1.154 0.750 -0.02
C -1.60403 -1.23965 -2.41657 -0.352 -0.347 -0.282 0.02
C -1.67989 -1.58523 -3.76863 0.080 0.356 0.709 0.00
C -0.47567 -1.59321 -4.47205 -0.401 -0.339 -0.545 0.00
C 2.01222 -0.94466 -1.71240 0.129 -0.619 -0.679 0.00
P 1.82773 -0.39910 0.01071 1.945 -0.871 0.654 -0.02
V -0.43666 -0.41496 0.28102 -2.716 3.870 -0.216 1.08
P -3.11151 -0.19996 -0.11502 1.693 -0.918 0.224 -0.04
C -2.93329 -1.20165 -1.65847 -1.059 0.012 -0.420 -0.02
O 2.25788 4.00107 -3.95954 2.223 -2.234 -0.249 0.00
O -1.25808 3.14391 -1.93334 -0.174 1.568 -1.425 0.00
H 1.69788 -1.19075 -4.33597 -0.777 -0.264 -0.191 0.00
H -2.68599 -1.80921 -4.16617 0.974 0.067 -0.160 0.00
H -0.49197 -1.92239 -5.51291 0.168 0.288 0.227 0.00
C 2.84708 -1.79797 0.63301 -0.044 -0.098 0.464 0.04
C 2.86634 1.08517 0.29470 0.241 0.373 -0.162 0.00
H -3.67558 -0.74456 -2.34785 0.278 -0.426 0.122 0.00
H -3.29762 -2.23924 -1.46197 0.372 0.721 0.072 0.00
H 2.81451 -0.47157 -2.22778 0.472 0.923 -0.682 0.00
H 2.40544 -1.98699 -1.70472 -0.569 0.480 0.153 0.00
C -4.13989 -1.00138 1.15195 -0.294 -0.172 -0.034 0.00
C -3.68733 1.46190 -0.52633 -0.195 -0.218 -0.041 0.01
H -1.10341 3.45683 -2.90372 -0.426 -0.458 2.848 0.00
H -1.55357 3.92894 -1.38342 0.693 -1.141 -1.380 0.00
H 3.10955 3.56172 -3.54531 -2.589 1.368 -1.383 0.00
H 2.15441 3.53970 -4.84560 0.340 0.852 1.616 0.00
H -0.82042 -1.70150 0.84158 -0.818 -3.227 1.171 -0.05
H -2.01274 0.24380 0.83969 0.934 0.200 -0.132 -0.01
H 3.88589 -1.70592 0.27092 -0.372 0.029 0.210 0.00
H 2.81368 -1.86761 1.72504 0.149 0.020 -0.204 0.00
H 2.40660 -2.70812 0.19538 0.141 0.266 0.413 0.00
H 3.94905 0.88492 0.25472 -0.399 -0.116 -0.095 0.00
H 2.63362 1.86668 -0.44540 -0.014 -0.232 0.203 0.00
H 2.64522 1.50769 1.28754 -0.052 -0.271 -0.318 0.00
H -4.66983 1.43106 -1.00019 0.028 0.049 0.010 0.00
H -3.74958 2.02656 0.41081 -0.005 -0.078 -0.153 0.00
H -2.96197 1.95040 -1.19169 -0.102 -0.171 0.123 -0.01
H -5.22380 -0.98652 0.91708 0.654 -0.023 0.120 0.00
H -3.78028 -2.04371 1.27933 -0.224 0.632 -0.095 0.00
H -3.94630 -0.45337 2.09853 -0.178 -0.308 -0.567 0.00
Cl 1.16236 2.88143 3.17988 0.036 0.572 0.068 0.00
C 1.35930 1.25883 3.71548 0.067 -1.604 0.035 0.01
C 2.33041 0.93245 4.65805 0.005 -0.576 -0.112 0.00
C 2.53286 -0.42538 4.99792 0.113 0.606 -0.072 0.00
C 1.76828 -1.42955 4.39459 0.160 -0.074 0.375 0.00
C 0.75479 -1.08377 3.51100 0.624 -0.230 0.249 0.00
C 0.55007 0.24572 3.15343 -0.266 0.411 0.063 0.01
C -0.60835 0.50462 2.27282 -0.249 -0.135 -0.318 -0.02
H 2.91772 1.73968 5.09668 -0.059 -0.354 -0.017 0.00
H 3.30419 -0.67229 5.73402 -0.302 0.055 -0.326 0.00
H 1.95098 -2.48836 4.62716 -0.074 0.567 0.004 0.00
H 0.11933 -1.84870 3.05129 0.256 0.295 0.193 -0.01
H -1.49277 0.21218 2.88519 0.208 0.327 -0.560 0.00
H -0.69385 1.55884 1.99818 -0.119 0.217 0.281 0.00

***

No. 2
100
Properties=species:S:1:pos:R:3:forces:R:3:lowdin_charge:R:1 method="wB97M-V/def2-TZVPD" largest_force_ha_per_bohr=0.0365 gap_ev=6.8 de_lowest_kcal_mol=13.2
In -0.96130 0.83030 0.29870 -0.232 0.519 -0.066 0.57
O 1.27730 -0.64190 0.55510 -0.354 0.228 -0.143 -0.22
C 2.09020 -0.21480 1.62440 0.549 0.234 0.223 -0.19
C 1.29350 0.02580 2.87680 0.066 0.027 0.231 -0.26
C 1.91500 0.33250 4.07780 -0.125 -0.047 -0.067 -0.01
C 1.13160 0.42530 5.21540 -0.154 -0.051 -0.147 -0.05
C -0.23790 0.23180 5.10170 0.171 -0.041 0.024 -0.05
C -0.77380 0.00670 3.84480 -0.067 -0.203 0.303 -0.14
N -0.02060 -0.10440 2.75860 0.106 -0.030 -0.189 0.06
H 0.77960 -1.42170 0.84760 -0.151 -0.002 -0.118 0.02
H 2.57350 0.72150 1.31990 -0.024 -0.181 -0.066 0.13
H 2.88320 -0.95300 1.82460 -0.153 0.150 -0.075 0.13
H 2.98270 0.48180 4.11030 0.157 -0.040 0.051 0.12
H 1.58380 0.63530 6.17250 0.021 0.025 0.104 0.11
H -0.87790 0.26840 5.96780 -0.113 0.068 0.058 0.11
H -1.83880 -0.10960 3.69410 -0.101 -0.001 0.050 0.11
C 2.08170 0.62700 -2.19090 -0.001 0.049 0.127 -0.04
C 0.75730 0.66420 -2.86780 -0.018 0.072 -0.167 -0.33
C 0.71000 0.47720 -4.26610 -0.222 0.044 -0.098 -0.02
C -0.47790 0.54890 -4.93190 0.212 -0.032 0.056 -0.02
C -1.65030 0.87410 -4.22440 -0.019 -0.017 0.331 -0.18
C -2.92070 1.03000 -4.81370 -0.343 0.015 -0.137 -0.62
Br -3.15190 0.75810 -6.68610 0.022 0.015 0.160 0.76
C -4.01350 1.38210 -4.06250 0.262 -0.119 -0.321 -0.17
C -3.86080 1.60970 -2.70000 0.208 0.034 0.447 -0.59
Br -5.35640 2.10580 -1.65680 0.008 0.001 -0.110 0.79
C -2.63480 1.50500 -2.04350 -0.554 -0.036 -0.627 -0.44
O -2.51060 1.80740 -0.80250 0.563 -0.164 0.884 -0.23
C -1.51230 1.07700 -2.82420 -0.728 0.090 -0.703 -0.14
N -0.33390 0.93010 -2.18450 0.427 -0.086 1.038 0.14
H 1.95860 0.52520 -1.12110 0.084 -0.026 0.037 0.04
H 2.66620 -0.21340 -2.55960 0.126 -0.014 0.002 0.06
H 2.61730 1.55220 -2.40600 0.087 0.049 -0.031 0.10
H 1.63070 0.28190 -4.79360 0.085 -0.073 -0.040 0.11
H -0.54070 0.37350 -5.99750 0.069 0.030 -0.005 0.08
H -4.98870 1.49510 -4.51350 0.017 -0.015 -0.052 0.10
C 2.03540 5.52690 1.06530 0.217 0.104 -0.140 -0.12
C 0.89170 5.77890 1.80480 0.023 0.078 0.017 -0.09
C -0.05710 4.79980 2.00780 -0.031 -0.116 0.035 -0.02
C 0.12050 3.51040 1.47510 0.205 0.520 0.057 -0.29
C 1.26270 3.28730 0.69930 -0.156 -0.221 -0.007 -0.06
C 2.20950 4.27080 0.50620 0.101 0.096 -0.076 -0.10
N -0.78990 2.51140 1.65160 0.064 -1.400 -1.246 -0.03
C -1.81340 2.58240 2.58280 -0.476 0.166 0.551 -0.33
C -1.55590 2.91930 3.91570 -0.096 0.132 -0.087 -0.06
C -2.58620 2.97200 4.83520 0.097 0.066 0.045 -0.09
C -3.88760 2.67600 4.46360 -0.114 -0.091 0.000 -0.10
C -4.15040 2.31740 3.15130 -0.021 -0.040 0.225 -0.07
C -3.12570 2.26270 2.22670 0.154 0.059 -0.188 -0.04
H 2.75920 6.30940 0.89000 0.076 0.009 0.049 0.09
H 0.73120 6.76340 2.22370 -0.030 0.046 0.006 0.10
H -0.95480 5.02860 2.56230 -0.021 -0.003 0.036 0.11
H 1.36470 2.31560 0.21830 0.155 -0.004 -0.001 0.06
H 3.08890 4.05930 -0.08790 0.016 -0.004 -0.069 0.10
H -0.54300 3.14230 4.22100 0.070 0.022 -0.012 0.12
H -2.36670 3.24840 5.85510 0.021 0.020 0.161 0.10
H -4.68470 2.71390 5.19000 -0.084 0.044 0.071 0.10
H -5.16060 2.09970 2.83850 -0.084 -0.075 -0.031 0.11
H -3.34800 2.01510 1.19920 -0.070 0.030 -0.126 0.07
I -2.32370 -1.51350 0.53300 0.234 0.219 -0.118 0.44
C -0.40150 -6.43040 -2.72290 0.079 0.654 0.272 -0.22
Si -0.74990 -4.79030 -1.80590 -0.447 -0.500 -0.104 0.31
C -1.09150 -5.25420 0.01200 0.215 0.353 -0.521 -0.24
C -2.28680 -4.02500 -2.62610 0.535 -0.099 0.319 -0.24
Sb 1.08630 -2.97070 -1.97500 0.056 -0.650 -0.215 0.88
Si 2.97010 -4.04270 -0.59500 0.696 -0.067 0.611 0.32
C 4.41780 -2.78930 -0.60680 -0.561 -0.313 -0.069 -0.23
C 3.72440 -5.71610 -1.11340 -0.473 0.511 -0.037 -0.22
C 2.36240 -4.23340 1.20800 0.057 0.069 -0.666 -0.21
Si 1.94820 -3.64290 -4.31150 0.218 0.033 -0.829 0.33
C 0.52470 -3.16330 -5.48680 0.395 -0.181 0.400 -0.21
C 3.47970 -2.56900 -4.71460 -0.491 -0.282 0.274 -0.22
C 2.46590 -5.43570 -4.72780 -0.302 0.508 0.469 -0.21
H -1.13630 -7.17780 -2.44310 -0.247 -0.115 0.129 0.03
H 0.57950 -6.82910 -2.48910 0.230 -0.077 0.068 0.01
H -0.46170 -6.29780 -3.79710 -0.006 0.062 -0.249 0.01
H -2.12070 -5.57540 0.13090 -0.259 -0.125 -0.070 0.03
H -0.94420 -4.41190 0.67760 0.045 0.191 0.153 -0.03
H -0.44640 -6.06480 0.33710 0.154 -0.155 0.004 0.02
H -3.17560 -4.61110 -2.42020 -0.185 -0.238 0.079 0.03
H -2.16900 -3.97110 -3.70390 0.073 -0.016 -0.205 0.01
H -2.46740 -3.02080 -2.26120 -0.029 0.243 0.093 -0.03
H 4.93410 -2.82110 -1.56160 0.080 -0.002 -0.216 0.01
H 5.15340 -3.00150 0.16380 0.082 -0.141 0.192 0.03
H 4.06200 -1.77330 -0.46330 -0.100 0.213 0.048 0.00
H 4.39400 -5.59120 -1.95710 0.118 0.057 -0.223 0.02
H 2.95760 -6.42660 -1.39960 -0.185 -0.198 -0.074 0.01
H 4.29690 -6.15820 -0.30440 0.102 0.032 0.267 0.03
H 2.01480 -3.28950 1.61680 -0.094 0.226 0.093 0.00
H 3.14490 -4.60630 1.86250 0.242 -0.054 0.030 0.03
H 1.53410 -4.93220 1.25560 -0.193 -0.132 0.018 0.01
H 0.47830 -2.08790 -5.61870 -0.006 0.221 0.026 0.00
H -0.42790 -3.47970 -5.07320 -0.188 -0.066 0.057 0.00
H 0.62410 -3.61910 -6.46640 0.126 -0.127 -0.207 0.03
H 3.20270 -1.54730 -4.94900 -0.116 0.257 0.005 0.00
H 4.02070 -2.96220 -5.56900 0.049 -0.155 -0.208 0.02
H 4.16950 -2.53840 -3.87730 0.164 -0.004 0.183 0.00
H 1.60750 -6.09510 -4.77380 -0.188 -0.136 0.018 0.00
H 3.15120 -5.83940 -3.99160 0.162 -0.091 0.169 0.00
H 2.96110 -5.46920 -5.69430 0.063 0.170 -0.196 0.03

***

No. 3
76
Properties=species:S:1:pos:R:3:forces:R:3:lowdin_charge:R:1 method="wB97M-V/def2-TZVPD" largest_force_ha_per_bohr=0.0766 total_charge=-3 gap_ev=6.2
Sr -0.02844 -0.49362 -0.24053 0.397 0.324 0.042 1.55
C -0.51139 3.18584 -0.89792 1.162 -3.061 2.192 -0.48
O -1.62262 3.80566 -0.24861 -0.768 0.628 -0.637 -0.06
O -0.72038 1.85938 -0.97116 -0.540 0.694 -1.515 -0.28
C -0.10138 3.92783 -2.17614 0.023 -0.114 -0.676 -0.51
F 0.06902 5.27161 -1.95998 -0.308 -0.024 -0.174 0.07
F 1.10308 3.54293 -2.65488 -0.266 -0.343 0.202 0.12
F -0.97650 3.79298 -3.20745 0.224 0.265 0.463 0.11
C -1.51947 5.07814 0.30920 -0.211 0.635 0.536 -0.31
C -2.78189 5.35024 1.13140 0.407 0.564 0.797 -0.09
H -2.94537 6.42927 1.24556 -0.035 0.092 -0.439 0.05
H -3.68054 4.90178 0.71483 0.094 -0.169 -0.007 0.07
H -2.62017 5.06822 2.17482 -0.290 -0.676 -0.129 0.06
H -1.42055 5.91901 -0.38827 0.002 -0.369 -0.458 0.09
H -0.65502 5.17281 0.97907 0.173 -0.237 -0.028 0.11
H 0.35117 3.16494 -0.20533 0.413 1.695 -0.031 0.14
C 2.84952 -3.16693 -0.01019 -0.040 2.233 1.797 -0.48
O 4.14760 -2.65975 -0.48565 -0.160 -1.207 -1.051 -0.11
O 1.91205 -2.28334 -0.25860 -0.003 -1.343 -0.841 -0.24
C 2.68646 -4.68958 -0.39689 -0.648 1.806 1.043 -0.53
F 3.43358 -5.48209 0.43600 0.246 -0.204 -0.504 0.07
F 1.41546 -5.03834 -0.10446 0.246 -0.392 -0.924 0.12
F 3.02414 -4.97074 -1.66076 -0.362 -0.580 0.094 0.14
C 5.30014 -3.24758 0.02203 1.863 1.806 -0.557 -0.32
C 6.45466 -2.75786 -0.91773 -0.661 -1.157 0.354 -0.08
H 6.25616 -1.75812 -1.29362 0.126 0.126 0.233 0.06
H 7.40056 -2.85792 -0.37842 0.133 0.293 -0.149 0.05
H 6.47410 -3.45071 -1.76287 0.131 0.202 -0.198 0.06
H 5.43091 -4.33092 0.07249 -0.776 -0.130 0.021 0.10
H 5.55020 -2.81284 1.00186 -0.348 -0.298 0.334 0.11
H 3.05342 -3.17718 1.08256 -0.125 -0.786 0.383 0.14
C 2.33439 1.83301 1.68830 -0.863 -2.041 -2.129 -0.50
O 3.65377 1.38522 2.04514 0.691 1.323 1.057 -0.10
O 1.49755 0.80351 1.55260 -0.162 0.910 0.528 -0.25
C 1.92563 2.97983 2.66009 0.385 0.193 0.212 -0.49
F 0.59626 3.14564 2.75014 0.420 -0.243 0.169 0.13
F 2.42798 2.83033 3.92161 -0.483 0.101 -0.311 0.09
F 2.39510 4.21402 2.23556 0.021 -0.624 0.167 0.06
C 4.46259 0.92366 1.00111 -0.699 -1.211 -0.368 -0.28
C 5.00489 1.89708 -0.04272 1.209 -0.436 0.210 -0.08
H 5.56759 1.27424 -0.74875 -0.183 -0.119 -0.129 0.06
H 4.30450 2.46766 -0.64709 -0.233 0.075 0.383 0.07
H 5.80115 2.51213 0.39048 -0.393 0.528 0.057 0.06
H 3.97865 0.09657 0.46408 -0.469 0.177 -0.024 0.11
H 5.26408 0.38745 1.51737 0.424 0.394 -0.106 0.11
H 2.46174 2.32157 0.70807 -0.003 0.718 -0.071 0.12
C -2.95247 -2.06449 1.55223 -0.339 2.757 -1.952 -0.49
O -3.63911 -1.41227 2.62436 -0.359 -0.299 1.273 -0.09
O -2.06495 -1.18100 1.07032 0.423 -1.851 0.632 -0.29
C -2.52425 -3.50906 1.92434 1.592 0.380 0.260 -0.52
F -3.51144 -4.42968 1.73079 0.124 0.197 0.161 0.09
F -1.48255 -3.87633 1.16801 -0.336 -0.277 -0.176 0.14
F -2.08422 -3.66272 3.21027 -0.583 0.023 -0.176 0.10
C -4.81445 -2.04742 3.09063 1.751 0.823 1.320 -0.28
C -5.37888 -1.27785 4.27865 -1.049 0.297 0.471 -0.10
H -4.83314 -1.29280 5.22689 0.933 -0.192 -0.543 0.07
H -5.60585 -0.22125 4.12045 -0.221 -0.119 -0.348 0.07
H -6.26558 -1.83791 4.60782 -0.448 0.375 -0.369 0.06
H -4.52616 -2.95089 3.64545 -0.343 -0.817 -1.085 0.11
H -5.48285 -2.12963 2.23149 -0.467 -0.529 0.326 0.12
H -3.72642 -2.18903 0.76846 -0.389 -0.741 -0.074 0.14
C -1.29681 -0.40233 -3.60742 1.316 -0.664 2.225 -0.48
O -2.64205 -0.76267 -3.28118 -0.552 -1.270 -0.773 -0.10
O -0.41639 -0.87578 -2.71951 -0.180 -0.090 -0.403 -0.29
C -1.12593 -1.03736 -5.01090 -0.730 0.293 -1.008 -0.51
F -0.05833 -0.55745 -5.70040 0.226 -0.209 0.545 0.09
F -1.05319 -2.38185 -5.04277 0.170 0.408 0.255 0.12
F -2.17958 -0.72420 -5.85635 0.081 -0.079 0.273 0.05
C -3.33936 -0.12451 -2.27153 -1.705 1.610 -0.754 -0.27
C -4.80073 -0.65177 -2.21150 0.309 -0.329 1.122 -0.09
H -5.38455 -0.12444 -1.44679 0.365 0.444 0.023 0.06
H -5.36096 -0.49785 -3.13375 0.318 -0.316 -0.261 0.06
H -4.87371 -1.67639 -1.83418 0.167 -0.256 -0.578 0.06
H -3.53693 0.89590 -2.64204 0.539 0.382 0.513 0.12
H -2.88163 -0.04778 -1.28400 0.189 -0.384 -0.071 0.10
H -1.16190 0.68579 -3.65421 -0.558 0.413 -0.648 0.14